(1)
Computed, not measured: C25H22BHoN8O5S as an isolated structure, with ωB97M-V with the def2-TZVPD basis set.

Geometry (Å):
Ho  -1.98  0.19  0.04
C  -0.99  -2.99  -2.75
C  -1.96  -2.05  -2.42
N  -2.03  -1.90  -1.10
N  -1.11  -2.73  -0.56
C  -0.48  -3.40  -1.53
B  -0.86  -2.85  0.97
N  0.17  -1.78  1.42
C  1.44  -2.00  1.81
C  2.00  -0.79  2.16
C  0.98  0.14  1.96
N  -0.12  -0.47  1.52
N  -2.17  -2.60  1.73
C  -2.75  -3.39  2.65
C  -3.87  -2.75  3.14
C  -3.90  -1.54  2.45
N  -2.87  -1.45  1.61
H  -0.70  -3.33  -3.73
H  -2.61  -1.49  -3.07
H  0.29  -4.12  -1.30
H  -0.43  -3.94  1.22
H  1.86  -2.99  1.81
H  3.00  -0.60  2.52
H  1.00  1.21  2.09
H  -2.33  -4.35  2.89
H  -4.57  -3.11  3.87
H  -4.62  -0.73  2.52
C  -1.89  1.41  4.17
C  -2.68  2.08  3.10
N  -2.79  1.66  1.86
C  -3.67  2.53  1.22
C  -4.07  3.49  2.11
N  -3.43  3.18  3.29
C  -4.97  4.67  2.07
O  -5.56  4.92  0.94
O  -5.10  5.33  3.08
C  -4.13  2.27  -0.19
O  -4.85  3.11  -0.72
O  -3.74  1.17  -0.70
H  -1.21  0.69  3.73
H  -2.57  0.87  4.84
H  -1.33  2.13  4.77
H  -3.56  3.73  4.12
H  -5.37  4.20  0.26
C  8.64  0.98  -3.79
C  7.17  0.98  -3.47
O  6.62  1.78  -2.77
S  6.31  -0.38  -4.25
C  4.67  -0.14  -3.60
C  4.23  -0.92  -2.54
C  2.97  -0.70  -2.01
C  2.14  0.30  -2.52
C  2.60  1.06  -3.60
C  3.85  0.84  -4.14
C  0.86  0.54  -1.93
C  -0.21  0.77  -1.39
H  8.96  2.00  -3.99
H  8.87  0.33  -4.63
H  9.19  0.63  -2.91
H  4.87  -1.69  -2.13
H  2.61  -1.30  -1.18
H  1.95  1.83  -4.02
H  4.20  1.43  -4.98

<S²>: 6.00
E_tot, a.u.: -3151.459593
Spin multiplicity: 5
ΔE to the lowest compared entry with this formula, charge and spin, eV: 0.940
HOMO energy (spin up / spin down), eV: -8.18 / -8.19

=====

(2)
Computed, not measured: C13H30BrN3NbO4 as an isolated structure at a distorted geometry, with ωB97M-V with the def2-TZVPD basis set.

Geometry (Å):
C  -0.12  0.92  -1.50
C  0.28  -0.23  -1.59
Nb  0.65  -2.43  -2.23
Br  2.23  -2.72  -0.12
O  -0.98  -3.01  -1.16
C  -2.21  -3.15  -1.85
C  -3.25  -2.08  -1.40
H  -0.30  1.97  -1.66
H  1.05  -4.14  -2.75
H  2.13  -1.85  -3.14
H  -0.27  -2.15  -3.75
H  -2.63  -4.13  -1.54
H  -2.13  -3.19  -2.94
H  -3.66  -1.61  -2.30
H  -2.79  -1.34  -0.74
H  -4.04  -2.57  -0.81
C  1.26  3.20  2.03
O  1.63  4.31  2.39
N  0.41  2.41  2.71
C  0.02  1.10  2.23
C  -0.12  2.89  3.97
H  1.61  2.75  1.09
H  -1.07  1.07  2.10
H  0.31  0.35  2.96
H  0.48  0.87  1.27
H  -0.67  3.82  3.81
H  0.70  3.09  4.67
H  -0.78  2.14  4.40
C  -0.63  4.49  -3.16
O  -0.20  3.81  -2.25
N  -0.01  4.67  -4.34
C  -0.58  5.49  -5.39
C  1.27  4.02  -4.56
H  -1.60  5.01  -3.08
H  -0.73  4.88  -6.29
H  0.10  6.31  -5.63
H  -1.54  5.90  -5.08
H  1.15  2.94  -4.46
H  1.98  4.35  -3.80
H  1.64  4.25  -5.55
C  0.84  -3.05  4.82
O  0.23  -2.87  5.86
N  0.95  -4.23  4.18
C  1.69  -4.37  2.94
C  0.29  -5.39  4.75
H  1.37  -2.23  4.31
H  1.03  -4.72  2.15
H  2.50  -5.09  3.08
H  2.12  -3.42  2.64
H  -0.78  -5.21  4.83
H  0.68  -5.57  5.75
H  0.47  -6.26  4.12

Charge: -1
E_tot, a.u.: -3609.441801
HOMO energy, eV: -5.74

=====

(3)
Computed, not measured: C59H57ClFN2O5P2ReS2 as an isolated structure at a distorted geometry, with ωB97M-V with the def2-TZVPD basis set.

Geometry (Å):
Re  0.32  -0.03  0.08
S  -2.27  -0.63  0.27
P  -2.00  0.33  2.03
C  -0.33  0.88  1.91
P  0.67  0.50  3.36
S  1.40  -1.29  3.71
C  -0.14  1.07  4.91
C  -0.53  2.39  5.09
C  -1.02  2.81  6.32
C  -1.11  1.91  7.37
C  -0.72  0.60  7.20
C  -0.24  0.18  5.97
C  2.05  1.68  3.21
C  2.08  2.64  2.20
C  3.19  3.44  2.05
C  4.26  3.31  2.92
C  4.22  2.38  3.94
C  3.12  1.55  4.08
C  -3.25  1.67  2.00
C  -2.99  2.98  2.39
C  -4.00  3.92  2.35
C  -5.27  3.57  1.92
C  -5.53  2.26  1.53
C  -4.52  1.32  1.57
C  -2.50  -0.54  3.55
C  -3.17  0.16  4.55
C  -3.43  -0.46  5.76
C  -3.02  -1.76  5.98
C  -2.35  -2.45  4.98
C  -2.08  -1.85  3.76
H  -0.43  3.09  4.27
H  -1.31  3.84  6.45
H  -1.47  2.25  8.34
H  -0.78  -0.11  8.02
H  0.08  -0.85  5.83
H  1.24  2.71  1.52
H  3.24  4.16  1.25
H  5.13  3.94  2.80
H  5.06  2.28  4.62
H  3.09  0.78  4.84
H  -1.99  3.23  2.71
H  -3.80  4.94  2.66
H  -6.06  4.30  1.88
H  -6.51  1.98  1.18
H  -4.70  0.30  1.25
H  -3.48  1.18  4.39
H  -3.95  0.09  6.54
H  -3.20  -2.23  6.93
H  -2.03  -3.47  5.14
H  -1.53  -2.39  3.00
C  -0.88  -7.30  -1.62
C  0.55  -6.99  -2.07
C  0.74  -7.31  -3.55
C  2.16  -6.98  -3.98
C  2.42  -5.52  -3.71
C  3.30  -4.79  -4.48
C  3.50  -3.44  -4.23
F  4.37  -2.77  -5.01
C  2.81  -2.79  -3.25
C  1.90  -3.51  -2.46
C  1.15  -2.79  -1.43
O  1.10  -1.55  -1.46
C  0.53  -3.64  -0.46
C  0.41  -4.97  -0.71
N  0.87  -5.58  -1.83
C  1.71  -4.89  -2.67
C  0.03  -3.12  0.89
O  -0.56  -3.92  1.61
O  0.30  -1.92  1.19
H  -1.20  -8.25  -2.04
H  -1.56  -6.52  -1.96
H  -0.95  -7.37  -0.54
H  1.25  -7.61  -1.49
H  0.04  -6.72  -4.14
H  0.51  -8.37  -3.72
H  2.31  -7.19  -5.04
H  2.87  -7.60  -3.42
H  3.86  -5.28  -5.27
H  2.94  -1.73  -3.06
H  -0.10  -5.57  0.02
Cl  5.26  -1.77  0.95
C  3.61  -1.26  0.61
C  3.53  0.26  0.36
O  4.54  0.93  0.24
O  2.35  0.73  0.28
H  3.28  -1.80  -0.28
H  2.98  -1.52  1.47
C  0.32  -1.18  -5.77
C  0.97  -0.33  -4.71
C  2.31  0.01  -4.81
C  2.94  0.74  -3.81
C  4.41  1.01  -3.90
C  2.20  1.17  -2.72
C  0.84  0.86  -2.61
C  0.24  0.08  -3.61
N  0.12  1.30  -1.48
C  -0.74  2.45  -1.74
C  -2.13  1.99  -2.25
C  -3.03  3.20  -2.47
C  -2.41  4.12  -3.52
C  -1.05  4.60  -3.02
C  -1.23  5.37  -1.72
C  -1.84  4.44  -0.67
C  -3.21  3.97  -1.16
C  -0.93  3.25  -0.45
C  -0.13  3.39  -2.79
H  1.00  -1.37  -6.59
H  -0.58  -0.71  -6.16
H  0.02  -2.14  -5.34
H  2.88  -0.33  -5.66
H  4.92  0.16  -4.33
H  4.83  1.21  -2.92
H  4.60  1.87  -4.54
H  2.66  1.74  -1.93
H  -0.79  -0.23  -3.49
H  -2.56  1.31  -1.52
H  -2.01  1.46  -3.19
H  -4.01  2.85  -2.82
H  -3.06  4.97  -3.71
H  -2.28  3.57  -4.46
H  -0.59  5.25  -3.77
H  -1.88  6.24  -1.89
H  -0.26  5.75  -1.37
H  -1.96  4.98  0.27
H  -3.87  4.82  -1.31
H  -3.66  3.32  -0.41
H  -1.34  2.58  0.31
H  0.05  3.58  -0.11
H  0.85  3.72  -2.45
H  0.01  2.86  -3.74

<S²>: 0.76
Charge: -1
E_tot, a.u.: -4885.867530
Spin multiplicity: 2
ΔE to the lowest compared entry with this formula, charge and spin, eV: 0.604
HOMO energy (spin up / spin down), eV: -4.35 / -4.82

=====

Look up the E_tot of the second one. -3609.441801 a.u.

=====

Number 1 is which compound? C25H22BHoN8O5S